14
Properties=species:S:1:pos:R:3:forces:R:3 method="wB97M-V/def2-TZVPD" charge=+1 largest_force_ev_per_a=11.9 total_energy_ha=-282.8495 multiplicity=3 s2=2.01 gap_ev="6.4 / 7.6"
H -0.33478 2.12869 0.42520 -0.10 0.75 -0.13
H -0.90534 -1.39065 -1.19754 0.01 0.42 -0.10
H -1.71202 -0.05088 3.54315 -0.19 0.58 -0.63
C -1.45121 -0.41777 2.54150 -1.03 -3.87 1.75
N 1.51430 0.84392 -1.02295 0.31 -2.28 -2.05
C 0.09248 -0.97251 -1.13247 2.23 -9.77 -3.18
N -0.99726 0.45688 1.62280 -0.70 0.47 0.59
H 2.15936 0.37634 -1.73124 -0.47 0.90 1.09
H 0.93373 -1.49908 -1.76926 -1.69 0.26 1.32
N 0.32566 0.25163 -0.93147 -0.34 11.54 2.91
H -0.62297 -1.11106 2.72468 -0.10 -0.13 0.02
C -0.63489 1.24309 0.90797 1.30 0.94 -2.07
H -2.26895 -1.07085 2.10728 0.75 0.99 0.52
H 1.51845 1.87377 -1.00286 0.01 -0.77 -0.03



15
Properties=species:S:1:pos:R:3:forces:R:3 method="wB97M-V/def2-TZVPD" charge=+1 largest_force_ev_per_a=3.8 total_energy_ha=-358.2759 multiplicity=1 gap_ev=9.2
C -0.41764 1.35293 0.56309 -0.90 1.30 0.50
H -1.41913 -1.58769 -0.57809 -0.75 0.29 0.09
H -2.72816 -0.33014 -0.54836 2.50 -1.02 0.43
H 1.70689 2.50530 0.50693 -1.51 -1.79 -0.70
H 0.47724 -0.93668 -1.58493 0.07 0.47 0.19
C 0.44670 -0.15937 -0.82147 -3.66 -0.41 -0.82
H 1.35466 -1.61998 1.14431 1.44 0.11 1.63
N 1.44733 0.67363 -0.54960 2.90 -0.56 -1.41
C 1.03442 1.61307 0.15944 -0.90 2.77 2.38
H -1.16927 2.09547 0.26250 0.56 0.55 0.22
H -0.50993 1.29741 1.68629 -0.01 -0.71 -1.08
O 0.90642 -1.91087 0.38771 -2.98 1.01 -0.01
N -1.76817 -0.70374 -0.20567 -2.07 0.87 0.02
H 1.37843 -2.49903 -0.13299 1.92 -1.87 -1.02
N -0.73980 0.20969 -0.28917 3.37 -1.02 -0.41